[1]
ORCA calculation (ωB97M-V/def2-TZVPD) on C26H44GaN3OP as an isolated structure in a non-equilibrium geometry.

Structure (ORCA input):
```
! RIJCOSX wB97M-V def2-TZVPD def2/J DEFGRID3
* xyz 1 1
Ga 0.607 -0.990 -0.338
C -2.557 -1.621 -1.599
C -1.968 -0.747 -2.787
C -3.175 -0.025 -3.527
P -0.685 0.243 -1.936
C 0.359 1.236 -3.048
C -0.305 2.542 -3.363
C 0.696 0.482 -4.313
C -1.434 1.287 -0.683
C -2.480 2.185 -0.922
C -2.956 3.076 0.006
C -4.116 3.988 -0.237
C -2.331 2.981 1.292
C -1.434 2.027 1.651
C -0.917 1.225 0.647
N 0.108 0.267 1.014
C 0.852 0.506 2.233
C 0.572 -0.264 3.416
C -0.282 -1.531 3.350
C 1.007 0.186 4.653
C 1.740 1.357 4.787
C 1.969 1.963 6.104
C 2.134 2.019 3.635
C 1.634 1.605 2.379
C 1.799 2.616 1.227
H -3.415 -2.290 -2.035
H -3.014 -0.945 -0.903
H -1.893 -2.223 -0.984
H -1.487 -1.443 -3.529
H -3.790 0.517 -2.853
H -3.819 -0.880 -3.842
H -2.964 0.594 -4.406
H 1.287 1.421 -2.517
H -1.327 2.371 -3.651
H 0.182 3.171 -4.031
H -0.263 3.164 -2.435
H -0.160 0.245 -4.937
H 1.199 -0.415 -4.213
H 1.421 0.960 -5.002
H -2.888 2.220 -1.968
H -4.616 4.221 0.701
H -4.938 3.441 -0.796
H -3.918 4.893 -0.810
H -2.746 3.723 2.001
H -0.919 1.990 2.623
H -0.052 -2.207 2.580
H -1.334 -1.362 3.129
H -0.214 -2.028 4.294
H 0.815 -0.352 5.588
H 3.022 2.153 6.410
H 1.530 1.395 6.929
H 1.508 2.949 6.128
H 2.786 2.865 3.562
H 1.249 3.524 1.451
H 1.384 2.277 0.204
H 2.852 2.895 1.145
N 3.410 0.269 -0.947
N 2.826 -1.001 -0.527
H 4.399 0.269 -0.875
H 3.023 0.921 -0.245
H 3.216 -1.418 0.326
H 2.977 -1.681 -1.273
C 1.199 -3.913 -1.958
C 0.983 -3.978 -0.451
C -0.029 -5.147 -0.127
C 2.267 -4.299 0.274
O 0.432 -2.762 0.070
H 1.690 -4.796 -2.380
H 1.850 -3.056 -2.176
H 0.316 -3.691 -2.558
H 0.359 -6.119 -0.445
H -1.009 -4.977 -0.659
H -0.081 -5.054 0.963
H 2.666 -5.241 -0.008
H 2.112 -4.267 1.362
H 3.076 -3.516 0.159
*
```

Calculated values
HOMO energy: -10.388 eV
LUMO: -2.385 eV
gap between HOMO and LUMO: 8.00 eV

***

[2]
ORCA calculation (ωB97M-V/def2-TZVPD) on a 11-piece molecular cluster, C26H44N10 overall in a non-equilibrium geometry.

Structure (ORCA input):
```
! RIJCOSX wB97M-V def2-TZVPD def2/J DEFGRID3
* xyz 0 1
C -0.694 -1.626 -4.801
C 0.472 -2.111 -3.925
C 0.693 -1.234 -2.658
C -0.502 -1.178 -1.759
C -0.266 -0.626 -0.376
C -0.090 0.895 -0.436
H -0.336 -0.778 -5.464
H -1.585 -1.199 -4.294
H -1.097 -2.464 -5.454
H 0.357 -3.160 -3.591
H 1.411 -2.235 -4.563
H 0.901 -0.174 -2.932
H 1.663 -1.495 -2.169
H -1.295 -0.467 -2.175
H -0.984 -2.237 -1.832
H -1.066 -0.981 0.362
H 0.691 -1.093 0.035
H 0.159 1.466 0.508
H 0.741 1.147 -1.029
H -0.840 1.310 -1.099
C 1.298 4.254 -1.272
C 0.120 4.858 -0.673
N -0.848 5.321 -0.262
H 1.031 3.541 -2.075
H 1.867 3.783 -0.478
H 1.801 5.168 -1.660
C 3.870 1.261 -1.357
C 3.995 2.075 -0.197
N 4.016 2.625 0.809
H 2.870 0.842 -1.522
H 4.528 0.434 -1.207
H 3.921 1.816 -2.335
C 3.102 -0.366 1.995
C 2.307 0.687 2.573
N 1.750 1.581 3.025
H 2.528 -1.225 1.670
H 3.756 -0.831 2.701
H 3.655 0.074 1.126
C -3.737 -2.105 -0.110
C -3.978 -0.841 -0.814
N -4.126 0.248 -1.153
H -2.676 -2.374 -0.324
H -4.481 -2.837 -0.502
H -3.827 -1.999 0.954
C 0.946 4.707 3.632
C -0.151 3.864 3.883
N -1.110 3.266 4.109
H 0.607 5.635 3.122
H 1.589 4.177 2.997
H 1.467 4.863 4.589
C -3.331 2.235 2.308
C -3.975 0.922 2.206
N -4.435 -0.123 2.197
H -3.607 2.701 3.229
H -3.574 2.913 1.505
H -2.250 2.160 2.357
C 3.153 -4.469 -0.399
C 3.521 -3.111 -0.789
N 3.795 -1.995 -0.980
H 3.990 -5.156 -0.497
H 2.304 -4.713 -0.998
H 2.876 -4.418 0.640
C -1.001 -5.372 1.728
C 0.331 -5.807 1.266
N 1.357 -6.167 0.960
H -1.517 -6.258 2.039
H -1.557 -4.843 0.908
H -0.805 -4.786 2.576
C -3.052 3.242 -2.279
C -1.794 2.982 -2.890
N -0.732 2.904 -3.317
H -3.067 4.110 -1.644
H -3.331 2.303 -1.722
H -3.909 3.351 -3.001
C -0.947 -0.797 3.650
C -0.050 -1.796 3.289
N 0.617 -2.635 2.863
H -1.442 -1.036 4.630
H -1.617 -0.733 2.843
H -0.375 0.127 3.729
*
```

Calculated values
HOMO energy: -10.738 eV
LUMO: 0.397 eV
gap between HOMO and LUMO: 11.14 eV
structure (SMILES): CCCCCC.CC#N.CC#N.CC#N.CC#N.CC#N.CC#N.CC#N.CC#N.CC#N.CC#N

***

[3]
ORCA calculation (ωB97M-V/def2-TZVPD) on a 5-piece molecular cluster, C26H44N2O15S overall in a non-equilibrium geometry.

Structure (ORCA input):
```
! RIJCOSX wB97M-V def2-TZVPD def2/J DEFGRID3
* xyz 0 1
C 3.619 0.331 2.030
C 2.936 1.774 1.638
O 1.991 2.208 2.686
C 1.089 3.281 2.179
C -0.459 3.157 2.723
O -1.394 2.551 1.725
C -0.828 1.190 1.505
C -0.162 0.912 0.028
O -0.175 2.019 -0.973
C 0.515 -0.563 -0.225
C 0.543 -1.764 0.937
C -0.141 -1.428 2.390
N -0.234 -2.331 3.612
S -1.044 -1.345 4.847
N -1.421 0.191 4.104
C -0.829 0.033 2.696
H 3.144 -0.070 3.027
H 3.481 -0.507 1.195
H 4.777 0.444 2.200
H 3.788 2.577 1.559
H 2.469 1.664 0.570
H 1.518 4.289 2.649
H 1.145 3.421 1.017
H -0.546 2.668 3.790
H -0.847 4.278 2.857
H -1.005 1.950 -1.538
H 1.023 -0.737 -1.280
H 1.082 -2.778 0.661
C -6.087 -5.309 -0.086
C -5.973 -3.836 -0.439
O -5.834 -3.040 0.744
C -4.591 -3.010 1.287
O -3.603 -3.584 0.854
O -4.639 -2.253 2.411
C -3.408 -2.207 3.129
H -6.888 -5.470 0.642
H -6.292 -5.907 -0.979
H -5.163 -5.678 0.371
H -6.894 -3.510 -0.935
H -5.149 -3.649 -1.137
H -2.578 -1.911 2.479
H -3.211 -3.179 3.590
H -3.506 -1.460 3.922
C 5.681 8.450 5.791
C 4.305 8.079 6.315
O 3.739 7.012 5.544
C 4.192 5.770 5.843
O 5.016 5.491 6.701
O 3.592 4.888 5.004
C 4.045 3.545 5.158
H 5.640 8.664 4.718
H 6.072 9.327 6.314
H 6.390 7.626 5.923
H 3.633 8.938 6.211
H 4.333 7.821 7.380
H 3.980 3.218 6.200
H 5.072 3.455 4.789
H 3.403 2.899 4.554
C 1.839 0.039 -7.679
C 1.690 -0.468 -6.256
O 2.062 0.546 -5.314
C 1.126 1.498 -5.078
O 0.014 1.555 -5.582
O 1.647 2.395 -4.203
C 0.789 3.501 -3.931
H 2.846 0.435 -7.844
H 1.650 -0.763 -8.398
H 1.140 0.855 -7.883
H 2.369 -1.313 -6.098
H 0.674 -0.831 -6.059
H -0.206 3.168 -3.622
H 0.724 4.146 -4.813
H 1.228 4.077 -3.113
C -2.082 -6.118 -2.047
C -1.975 -7.125 -3.179
O -2.967 -6.869 -4.181
C -2.682 -5.862 -5.044
O -1.668 -5.179 -5.043
O -3.729 -5.725 -5.894
C -3.593 -4.639 -6.807
H -3.102 -6.090 -1.651
H -1.392 -6.371 -1.237
H -1.849 -5.107 -2.394
H -2.168 -8.130 -2.790
H -0.970 -7.137 -3.616
H -2.641 -4.686 -7.345
H -3.687 -3.689 -6.272
H -4.403 -4.706 -7.538
*
```

Calculated values
HOMO energy: -8.469 eV
LUMO: -1.757 eV
gap between HOMO and LUMO: 6.71 eV
structure (SMILES): CCOCCOc1c(O)ccc2nsnc12.CCOC(=O)OC.CCOC(=O)OC.CCOC(=O)OC.CCOC(=O)OC